No. 1
26
Properties=species:S:1:pos:R:3:forces:R:3 method="wB97M-V/def2-TZVPD" total_charge=-1 energy_ha=-2315.0596 relative_energy_kcal_mol=15.75 orbital_gap_ev=7.404 spin_multiplicity=1 homo_energy_ev=-6.04
Na -4.9029 12.3855 -13.1822 -0.8953 -0.4706 -0.1699
C -6.7709 10.0263 -10.1698 -0.3078 -0.5797 0.1148
F -7.8600 10.7874 -10.0197 -0.1412 0.3509 0.0028
F -5.7077 10.7513 -9.7939 0.2322 0.3767 0.0736
F -6.8777 9.0310 -9.2693 0.0508 -0.1143 -0.1087
S -6.6104 9.4007 -11.9016 0.2017 0.0236 -0.0104
O -6.7022 10.6283 -12.6772 0.2131 0.1045 0.1704
O -5.2922 8.8057 -11.8785 0.3263 -0.0074 0.0047
O -7.7071 8.4807 -12.0220 -0.1525 0.1006 -0.0189
C -8.4355 11.4379 -16.2178 0.0538 0.1237 -0.1843
F -7.4344 10.5689 -16.3740 0.1903 -0.2304 -0.0120
F -9.0069 11.5784 -17.4298 -0.2059 0.0085 0.0532
F -9.3343 10.8893 -15.4060 -0.1466 -0.0849 0.1253
S -7.8061 13.0697 -15.5892 -0.1124 0.2445 0.0521
O -7.6867 13.8494 -16.7962 0.2614 0.0670 -0.1787
O -8.8066 13.5364 -14.6615 -0.1526 -0.0910 0.1521
O -6.5488 12.6805 -14.9737 0.5749 0.1365 0.2735
O -5.9027 13.5976 -11.4745 0.0797 0.1091 0.1196
H -6.8315 13.3712 -11.3471 -0.0510 -0.1423 -0.1821
H -5.7290 14.3363 -10.8878 -0.0733 0.0603 -0.0094
O -2.8918 12.9785 -14.2490 0.0446 0.0670 0.1294
H -2.4676 13.5692 -13.6184 0.0617 0.0232 0.0098
H -2.2160 12.3309 -14.4689 -0.0355 -0.0773 -0.0705
O -3.4292 11.8769 -11.1146 0.4484 0.2689 -0.3401
H -3.6558 12.1171 -10.2133 -0.2778 -0.0958 0.0043
H -2.9484 11.0472 -11.0436 -0.1871 -0.1709 -0.0007

No. 2
55
Properties=species:S:1:pos:R:3:forces:R:3 method="wB97M-V/def2-TZVPD" total_charge=+1 energy_ha=-1960.2579 relative_energy_kcal_mol=39.84 orbital_gap_ev="5.048 / 5.879" spin_multiplicity=1 homo_energy_ev="-10.86 / -11.13"
Au -0.9296 0.8397 0.8990 1.5783 -0.8735 3.0137
O -0.6367 2.0608 4.8151 0.0558 0.0824 -0.1562
C -0.7618 2.0054 3.6048 -0.1520 0.1192 0.2674
N -1.0111 0.8707 2.9330 -0.4116 0.1737 -0.8750
C -1.0189 -0.3597 3.6687 -0.2681 -0.3608 0.3927
C -0.7839 -1.5379 2.7813 0.0620 -0.1324 0.6626
C -0.5120 -2.7923 3.3248 -0.0975 0.1239 -0.3381
C -0.2923 -3.8619 2.4779 -0.0220 0.1857 -0.0405
C -0.3455 -3.6547 1.1039 -0.1017 0.1939 0.1161
C -0.6307 -2.3847 0.6402 0.0776 -0.4357 -0.6176
N -0.8498 -1.3674 1.4630 -0.0705 1.6335 -0.3761
C -0.6635 3.2145 2.7315 0.1248 0.5854 0.4866
C -0.5287 4.4773 3.2948 -0.0272 -0.3619 -0.2186
C -0.4050 5.5690 2.4504 0.0066 -0.1080 -0.1419
C -0.4125 5.3620 1.0771 -0.0681 -0.1271 0.1794
C -0.5644 4.0699 0.5943 -0.0070 0.4142 -0.5789
N -0.6886 3.0407 1.4122 -0.1817 -1.5675 -0.3405
H -1.9911 -0.4861 4.1700 0.1625 -0.0710 0.0295
H -0.2590 -0.3230 4.4630 -0.1590 -0.0058 -0.1786
H -0.4762 -2.9050 4.3960 0.0293 0.0026 0.1218
H -0.0752 -4.8401 2.8806 0.0219 -0.0573 0.0087
H -0.1699 -4.4615 0.4100 -0.0197 0.0147 -0.0920
H -0.6868 -2.1609 -0.4154 0.0713 -0.0020 -0.0753
H -0.5245 4.5603 4.3725 0.0118 -0.0374 0.0064
H -0.3018 6.5648 2.8577 0.0080 0.0302 -0.0149
H -0.3174 6.1860 0.3875 0.0155 -0.0058 -0.0809
H -0.5990 3.8510 -0.4632 0.0199 0.0180 -0.0869
C -1.4692 -4.2956 -4.8454 -0.0730 -0.0768 -0.0695
C -1.2227 -2.9713 -4.2035 0.0027 0.0908 0.1544
C 0.0062 -2.3317 -4.3301 -0.0425 0.1560 0.1067
C 0.2369 -1.1193 -3.7041 0.0454 0.0490 -0.0980
C -0.7689 -0.5488 -2.9449 0.0681 0.4480 0.2240
C -1.9981 -1.1647 -2.7998 -0.1475 0.1090 0.0643
C -2.2227 -2.3688 -3.4413 0.1041 0.0230 -0.0087
S -0.3825 0.9006 -1.9999 0.4480 -0.2309 0.4495
O -1.5716 1.3638 -1.2734 -0.6665 -0.0340 -1.2005
O 0.3536 1.8736 -2.7429 -0.0146 -0.0082 -0.4027
N 0.4748 0.2651 -0.7545 -2.8341 -0.2018 -0.1892
C 1.7052 0.6448 -0.3863 2.9949 0.7386 -0.0961
C 2.7573 0.8565 -1.3025 -0.4734 -0.2651 0.2703
C 4.0228 1.0700 -0.8080 0.1589 0.0037 0.1257
C 4.2382 1.1016 0.5666 -0.2953 0.1256 -0.0072
C 3.1290 0.9602 1.3900 0.7999 0.3175 -0.0733
N 1.9167 0.7490 0.9299 -1.1703 -0.4499 -0.1100
H -0.5704 -4.6780 -5.3183 0.0489 -0.0749 -0.0570
H -2.2491 -4.2127 -5.6000 -0.0503 -0.0368 -0.0832
H -1.8089 -5.0147 -4.1024 -0.0164 -0.1041 0.0014
H 0.7894 -2.7894 -4.9147 0.0794 -0.0318 -0.0740
H 1.1851 -0.6166 -3.7974 0.1969 0.0328 -0.0777
H -2.7528 -0.6907 -2.1915 -0.1683 -0.0093 0.0201
H -3.1808 -2.8577 -3.3478 -0.1173 -0.0319 0.0353
H 2.5570 0.7977 -2.3583 0.0857 0.0924 -0.1404
H 4.8437 1.2086 -1.4968 0.0764 0.0059 -0.0094
H 5.2164 1.2761 0.9806 0.1204 -0.0193 0.0582
H 3.1993 1.0528 2.4649 0.1807 -0.0485 0.1144

No. 3
171
Properties=species:S:1:pos:R:3:forces:R:3 method="wB97M-V/def2-TZVPD" smiles="CC(=O)OCCc1c([PH2]=O)c(Cl)cc2c1C(=O)c1ccccc1C2=O.CC(C)O.CC(C)O.CC(C)O.CC(C)O.CC(C)O.CC(C)O.CC(C)O.CC(C)O.CC(C)O.CC(C)O.CC(C)O" energy_ha=-4009.7608 relative_energy_kcal_mol=0.00 orbital_gap_ev=8.360 spin_multiplicity=1 homo_energy_ev=-9.42
C 4.1043 -3.3420 -1.8720 -1.5091 0.4655 0.8814
C 4.0464 -1.7830 -1.6593 0.6724 -1.8773 -0.2172
O 5.0675 -1.1979 -1.4101 -0.7732 0.5929 -0.1089
O 2.7879 -1.2267 -1.7323 1.8830 -0.2076 -0.4273
C 2.7975 0.1403 -2.2129 -1.1854 0.6054 -0.6419
C 1.6609 0.2219 -3.3385 0.0590 0.7529 0.5772
C 1.2023 -1.1660 -3.8371 -0.3114 -0.5760 -0.3280
C 1.9527 -1.8838 -4.8766 -1.8222 -1.7844 0.0570
P 3.4837 -1.2237 -5.6863 1.4035 1.0036 1.4699
O 4.3404 -0.3564 -4.8051 -0.9584 -0.5278 -0.5516
C 1.4669 -3.2059 -5.3168 -0.9711 1.1728 1.3358
Cl 2.3551 -4.1081 -6.5821 -0.8112 0.5535 0.8716
C 0.2558 -3.8130 -4.7834 1.3929 1.8250 0.2652
C -0.4715 -3.0594 -3.7931 0.8305 0.7080 -0.1523
C -0.0089 -1.7550 -3.2946 0.2604 -1.3579 -1.2861
C -0.8820 -1.0851 -2.1867 -0.0895 -0.4627 -0.5704
O -0.3981 -0.4552 -1.2773 -0.1681 -0.0468 -0.4109
C -2.4072 -1.2886 -2.3014 -0.5824 -0.5342 -0.4208
C -3.2977 -0.2349 -1.8749 -1.3553 -1.3998 -0.5193
C -4.7272 -0.4498 -2.0262 1.2141 -1.8664 -0.7788
C -5.1799 -1.7023 -2.6049 0.9365 -0.1944 -0.0112
C -4.3004 -2.7893 -3.0142 1.0727 2.0758 0.9799
C -2.8737 -2.5724 -2.8499 -0.6586 1.3993 0.3851
C -1.7910 -3.6270 -3.2212 -0.3083 1.0626 -0.1124
O -1.9754 -4.8116 -3.0796 -0.0266 0.3609 -0.4382
H 3.0956 -3.7144 -2.2045 1.0832 0.2750 0.0345
H 4.9333 -3.6467 -2.5472 -0.6413 0.4649 0.5017
H 4.2416 -3.7757 -0.8421 0.0930 0.3745 -1.0452
H 2.5248 0.7951 -1.3513 0.2470 -0.4264 -0.9250
H 3.7408 0.4521 -2.7151 -0.4568 -0.6325 0.8324
H 0.8167 0.7959 -2.8671 0.5602 -0.8663 -0.6777
H 2.0124 0.8792 -4.1786 -0.2068 -0.9014 0.7194
H 3.0803 -0.5195 -6.8597 -0.1761 -0.6152 0.1679
H 4.2920 -2.3348 -6.0942 -0.9375 0.3059 -0.1256
H -0.0240 -4.8110 -5.1770 -0.0878 0.8812 0.5752
H -2.9514 0.7276 -1.4348 0.0438 -1.0523 -0.4603
H -5.5079 0.2840 -1.7258 0.9356 -0.5501 -0.2345
H -6.2694 -1.8588 -2.7488 0.8735 0.2094 0.2383
H -4.7054 -3.7250 -3.4506 0.4010 0.7787 0.4388
C 0.1144 2.2548 -7.9841 0.1574 -0.1276 -0.1908
C -0.0212 1.5960 -6.6201 -0.2671 0.6464 -0.0308
C -1.4270 1.7423 -6.0671 -0.2256 -0.1446 0.1021
O 0.9035 2.1909 -5.7112 0.2429 -0.1842 -0.0473
H -0.0933 3.3269 -7.9201 -0.1229 -0.0570 0.0627
H 1.1346 2.1510 -8.3604 -0.0520 -0.0637 0.0182
H -0.5719 1.8097 -8.7081 0.0143 0.0503 0.0071
H 0.2342 0.5354 -6.6989 0.1660 0.0498 0.1431
H -1.6818 2.7978 -5.9368 0.0489 -0.0154 -0.0774
H -1.5015 1.2731 -5.0826 0.0221 -0.0570 -0.0587
H -2.1656 1.2837 -6.7291 0.0132 0.0027 0.0289
H 0.6835 3.1291 -5.6363 -0.0929 -0.1028 0.0947
C -1.3620 -7.5052 0.6245 0.0184 -0.1845 0.2048
C -0.4567 -6.2829 0.6330 -0.3234 -0.0605 -0.5887
C -1.1564 -5.0737 0.0327 0.0518 0.2389 0.0731
O 0.7286 -6.5638 -0.1085 0.2354 -0.0088 0.2217
H -1.6435 -7.7732 -0.3983 -0.0510 0.1447 0.0034
H -0.8442 -8.3686 1.0479 -0.0151 0.0763 0.0454
H -2.2727 -7.3268 1.2009 0.0027 -0.0266 -0.0479
H -0.1506 -6.0599 1.6577 0.2029 -0.0531 -0.0965
H -1.4302 -5.2607 -1.0086 -0.0560 -0.1584 0.2258
H -0.4916 -4.2055 0.0352 0.0087 -0.0355 0.1010
H -2.0614 -4.8226 0.5918 0.0001 0.0084 -0.0420
H 0.4694 -6.7623 -1.0167 -0.0191 0.0555 0.0924
C -2.6467 4.9827 -2.2661 -0.2785 -0.0758 -0.1137
C -1.5068 4.1446 -2.8234 0.2645 0.5828 0.4051
C -0.2873 4.1958 -1.9153 0.1642 -0.1869 -0.1087
O -1.1571 4.6234 -4.1245 -0.0057 -0.2419 -0.3563
H -2.3530 6.0338 -2.1853 0.1147 -0.0644 0.0992
H -3.5120 4.9451 -2.9321 0.0253 -0.0692 0.0444
H -2.9505 4.6292 -1.2784 0.0213 0.0498 -0.0167
H -1.8344 3.1083 -2.9392 0.0406 0.0523 -0.2443
H 0.0873 5.2195 -1.8204 -0.1490 0.0194 0.0972
H 0.5269 3.5981 -2.3324 -0.0808 -0.0774 0.0622
H -0.5221 3.8178 -0.9178 0.0604 0.0237 -0.0170
H -0.8661 5.5395 -4.0384 -0.0389 -0.0968 0.0947
C 4.9911 3.7848 -1.4106 -0.0782 0.0716 -0.2438
C 3.9494 3.9728 -0.3183 0.5995 -0.3711 0.1406
C 4.6029 4.1600 1.0429 -0.1855 0.1431 0.1759
O 3.0885 2.8347 -0.2820 -0.3373 0.1316 0.0192
H 5.5964 2.8932 -1.2218 0.0129 0.0625 0.1003
H 4.5087 3.6411 -2.3801 0.0011 0.0604 0.0435
H 5.6554 4.6495 -1.4758 0.0058 -0.0456 0.0005
H 3.3264 4.8408 -0.5494 -0.1741 -0.1630 0.0103
H 5.1956 3.2809 1.3135 0.0700 0.0360 -0.1283
H 3.8449 4.2831 1.8199 0.0354 0.0663 -0.0400
H 5.2556 5.0360 1.0504 0.0155 -0.0505 0.0177
H 3.6283 2.0600 -0.0783 0.0538 0.1313 -0.0283
C 1.5562 -1.8969 2.7545 -0.2649 -0.1260 0.0821
C 2.8435 -2.6596 2.4849 0.0586 0.7101 -0.1144
C 4.0480 -1.9270 3.0532 0.2685 -0.1793 0.1858
O 3.0084 -2.8294 1.0789 -0.0056 -0.3370 -0.0240
H 1.5823 -0.9097 2.2821 0.1069 0.0031 0.0524
H 0.7000 -2.4281 2.3320 0.0522 -0.0256 0.0270
H 1.3932 -1.7665 3.8269 0.0436 0.0156 -0.0286
H 2.7785 -3.6574 2.9254 0.0150 -0.0433 -0.1979
H 4.1594 -0.9408 2.5914 -0.1248 0.0051 0.0204
H 4.9675 -2.4795 2.8433 -0.0647 -0.0283 -0.0243
H 3.9563 -1.7976 4.1332 -0.0464 0.0549 -0.0583
H 3.0667 -1.9515 0.6802 -0.0996 -0.0442 0.0769
C -10.4381 -1.8277 0.0353 -0.1414 0.2216 -0.0281
C -9.3109 -2.1615 -0.9293 -0.0551 -0.4111 0.5984
C -9.2029 -3.6618 -1.1556 0.0726 -0.0835 -0.2328
O -8.0771 -1.6687 -0.4088 0.1703 0.2146 -0.2061
H -10.2618 -2.2863 1.0127 0.0140 -0.1112 -0.0858
H -10.4974 -0.7493 0.1968 -0.0102 -0.0412 -0.0802
H -11.4004 -2.1773 -0.3452 0.0225 0.0035 0.0455
H -9.4825 -1.6575 -1.8833 0.1753 0.0825 0.0632
H -8.9854 -4.1815 -0.2179 -0.1093 0.0741 0.0329
H -8.3834 -3.8883 -1.8415 -0.0679 0.0383 -0.0194
H -10.1282 -4.0663 -1.5716 0.0377 -0.0177 0.0306
H -7.9141 -2.1082 0.4368 -0.0232 0.0202 -0.0602
C 2.6714 8.9540 -0.7100 0.2321 -0.1224 -0.0977
C 1.3850 8.4491 -1.3445 -0.0513 0.4412 0.5915
C 0.3255 9.5393 -1.3898 -0.1681 -0.0173 -0.2100
O 0.8916 7.3357 -0.5995 0.0011 -0.2904 -0.1914
H 2.4969 9.2729 0.3223 -0.0958 0.0889 -0.0668
H 3.4191 8.1587 -0.6744 -0.0320 0.0337 -0.0779
H 3.0840 9.7962 -1.2693 -0.0014 -0.0137 0.0589
H 1.5900 8.0938 -2.3569 -0.0638 -0.1832 0.1023
H 0.0723 9.8776 -0.3805 0.1356 0.0258 -0.0022
H -0.5957 9.1603 -1.8378 0.0729 0.0107 -0.0373
H 0.6678 10.3990 -1.9695 -0.0307 -0.0070 0.0478
H 0.7066 7.6375 0.2983 0.0003 0.0141 -0.1052
C -4.8177 -1.8921 2.0403 -0.0811 0.1005 -0.2654
C -5.8631 -1.7111 3.1289 0.5936 -0.4229 0.1586
C -5.2170 -1.5429 4.4951 -0.1517 0.1485 0.1873
O -6.7314 -2.8457 3.1480 -0.3699 0.1339 -0.1405
H -4.2167 -2.7888 2.2200 0.0275 0.0703 0.1239
H -5.2973 -2.0216 1.0669 0.0269 0.0884 0.0169
H -4.1494 -1.0298 1.9881 0.0158 -0.0599 -0.0264
H -6.4795 -0.8376 2.9044 -0.1476 -0.1621 0.0005
H -4.6307 -2.4281 4.7596 0.0667 0.0379 -0.1238
H -5.9796 -1.4246 5.2679 0.0156 0.0543 -0.0672
H -4.5599 -0.6709 4.5166 0.0053 -0.0537 0.0145
H -6.1972 -3.6246 3.3455 -0.0271 0.0941 -0.0252
C 2.1645 1.1267 6.1258 -0.0649 0.0677 -0.2732
C 1.7547 -0.2892 6.5007 0.4483 0.3653 0.4703
C 1.4076 -0.3924 7.9778 -0.1973 -0.1898 0.0660
O 2.8202 -1.1893 6.1977 -0.1471 -0.2196 -0.1824
H 3.0532 1.4354 6.6845 -0.0886 -0.0241 0.1011
H 2.4208 1.1836 5.0655 -0.0752 -0.0196 0.0284
H 1.3609 1.8379 6.3296 0.0547 0.0058 0.0125
H 0.8949 -0.5937 5.8995 0.1462 -0.1405 -0.0531
H 2.2709 -0.1350 8.5989 -0.0140 0.1194 -0.0761
H 1.1256 -1.4156 8.2346 -0.0399 0.0525 -0.0568
H 0.5814 0.2732 8.2370 0.0482 -0.0113 0.0250
H 3.5871 -0.9306 6.7236 -0.0937 -0.0042 -0.0313
C 0.7551 4.2056 2.1782 0.0921 -0.2548 0.0337
C 0.8628 4.8154 3.5668 -0.1597 0.4500 -0.6079
C -0.2270 5.8499 3.8034 -0.0844 0.0013 0.3046
O 2.1425 5.4291 3.7195 0.1453 -0.1461 0.2854
H 0.8706 4.9724 1.4047 -0.0875 0.0353 0.0334
H 1.5489 3.4736 2.0178 -0.0872 -0.0070 -0.0142
H -0.2091 3.7115 2.0373 0.0275 0.0233 -0.0383
H 0.7910 4.0279 4.3204 0.1996 0.0905 0.0456
H -0.1446 6.6725 3.0858 -0.0138 -0.1027 -0.0969
H -0.1313 6.2870 4.7996 -0.0189 -0.0695 -0.0229
H -1.2205 5.4055 3.7109 0.0197 0.0535 -0.0268
H 2.2173 6.1275 3.0578 -0.0255 -0.0984 0.0332
C 5.0433 -6.8156 4.2506 0.0648 -0.2532 -0.0182
C 5.1448 -6.1988 5.6372 -0.1124 0.4537 -0.5653
C 4.0612 -5.1551 5.8580 -0.0943 0.0295 0.2377
O 6.4277 -5.5947 5.7967 0.1452 -0.1534 0.2719
H 5.1707 -6.0537 3.4756 -0.1195 0.0538 0.0657
H 5.8330 -7.5550 4.1015 -0.0628 -0.0023 0.0617
H 4.0767 -7.3027 4.1042 0.0304 0.0349 -0.0437
H 5.0608 -6.9815 6.3944 0.2027 0.0819 0.0364
H 4.1558 -4.3373 5.1368 -0.0229 -0.0949 -0.0794
H 4.1513 -4.7124 6.8522 -0.0227 -0.0756 -0.0210
H 3.0652 -5.5928 5.7596 0.0146 0.0552 -0.0183
H 6.5130 -4.9007 5.1317 -0.0461 -0.0814 0.0475

No. 4
6
Properties=species:S:1:pos:R:3:forces:R:3 method="wB97M-V/def2-TZVPD" total_charge=-1 energy_ha=-604.5824 relative_energy_kcal_mol=44.55 orbital_gap_ev=8.235 spin_multiplicity=1 homo_energy_ev=-3.99
N -0.4102 0.6200 1.2228 -1.3926 -0.0335 -0.9585
O -2.2872 0.9003 -0.3588 -0.6064 0.1426 -0.5439
O -1.6026 -1.3699 0.1787 -0.4426 -1.4415 -0.1169
S -1.2346 0.0026 0.0328 3.3578 1.4947 -0.3200
H 0.5732 0.5390 1.1145 0.8144 -0.4902 -0.2456
H -0.0315 -0.1253 -1.4774 -1.7306 0.3279 2.1848